Record 1
DFT (ωB97M-V/def2-TZVPD) results for a structure of composition C22H41BF6MoN6O5PS4.

Calculated values
Kohn-Sham gap	7.49	eV
strongest force on any atom	0.69	eV/Å
E_HOMO	-10.133	eV
charge	+1
energy above the lowest of the compared OMol25 structures with the same formula, charge and spin	0.0	kcal/mol

```
87
C22H41BF6MoN6O5PS4, DFT ωB97M-V/def2-TZVPD
Mo -0.570 -0.636 0.996
S -2.719 0.407 1.080
S 1.913 -2.065 2.809
S -0.340 -1.443 4.368
S 0.636 1.090 2.321
P 0.106 -0.570 -2.305
F -0.435 -3.336 6.170
F 3.046 -4.147 3.905
F 3.052 -4.131 1.737
F -1.105 -3.931 4.195
F -2.361 -2.672 5.429
F 1.229 -4.588 2.809
O -0.497 -0.403 5.320
O -1.105 -1.313 3.115
O 3.144 -1.364 2.731
O -1.591 -2.619 0.773
O 1.019 -2.012 1.632
N 0.357 3.451 0.877
N 1.145 -1.871 4.149
N -3.150 1.957 3.271
N -1.967 3.002 1.776
N 2.367 3.007 1.599
N -0.160 -0.532 -0.680
C -3.900 0.918 3.963
C 1.662 -2.821 -1.670
C -2.122 3.841 2.854
C 1.685 -1.541 -2.527
C 3.469 2.328 2.267
C -1.434 -1.199 -4.588
C -2.855 3.198 3.790
C -1.105 -2.950 5.101
C 1.177 4.499 0.527
C -2.668 -0.938 -2.407
C 2.425 4.234 0.977
C -1.294 -2.934 -2.806
C -1.366 -1.422 -3.069
C 1.295 1.915 -1.902
C -1.057 1.922 -2.720
C 0.299 1.204 -2.842
C -2.581 1.850 2.056
C 1.945 -1.924 -3.991
C 0.802 1.342 -4.285
C 2.343 -3.858 2.826
C 1.098 2.549 1.532
C 2.851 -0.680 -2.017
B -1.157 3.320 0.488
H -1.694 -0.178 -4.854
H 1.243 1.561 -0.875
H -1.027 -3.235 1.265
H -3.491 -1.449 -2.910
H -1.773 1.589 -3.467
H 3.338 2.364 3.347
H -1.169 -3.160 -1.748
H 2.010 -1.063 -4.654
H -0.877 2.984 -2.893
H -2.695 -1.211 -1.353
H -1.706 4.833 2.857
H 1.197 -2.609 -4.384
H -3.234 0.111 4.255
H 0.138 0.886 -5.019
H -0.510 -1.466 -5.099
H 2.907 -2.440 -4.032
H -2.841 0.129 -2.486
H -4.681 0.530 3.315
H -0.515 -3.429 -3.379
H 3.504 1.286 1.956
H 0.850 2.410 -4.507
H 2.692 -0.338 -0.992
H 2.692 -3.168 -1.571
H -2.248 -3.359 -3.124
H 3.340 4.796 0.916
H 4.393 2.831 1.994
H -1.285 2.395 -0.258
H -1.496 4.376 0.020
H -4.347 1.359 4.849
H 1.094 -3.623 -2.128
H -2.462 -2.655 1.194
H 1.286 -2.642 -0.665
H 3.747 -1.303 -2.024
H 3.048 0.178 -2.653
H 1.805 0.943 -4.419
H 2.318 1.824 -2.257
H -2.220 -1.846 -4.981
H 0.797 5.343 -0.019
H -3.204 3.505 4.759
H -1.491 1.829 -1.726
H 1.041 2.976 -1.885
```



Record 2
DFT (ωB97M-V/def2-TZVPD) results for an isolated molecule of C22H41BFN4O9PS4 at a distorted geometry.

Calculated values
Kohn-Sham gap	8.10	eV
strongest force on any atom	2.47	eV/Å
E_HOMO	-8.815	eV

```
83
C22H41BFN4O9PS4, DFT ωB97M-V/def2-TZVPD
S -4.003 3.949 1.278
S -4.027 0.379 -0.772
S 3.525 3.908 0.262
S 3.425 2.196 -2.203
P -2.957 3.791 -1.472
F -3.082 5.217 1.407
O -4.347 3.403 2.537
O -3.256 0.190 2.445
O -1.029 -0.249 3.140
O -5.099 4.356 0.454
O 2.624 -5.338 -1.436
O -1.015 0.836 -1.391
O -3.949 1.733 0.181
O -2.720 -0.491 -0.355
O -3.856 0.824 -2.128
N 7.160 1.759 0.842
N -2.108 3.286 -2.683
N -1.581 2.952 2.191
N 5.283 2.068 -0.350
C 3.977 -5.649 -1.190
C -3.771 -0.964 3.126
C -0.046 -3.589 0.350
C 4.113 2.654 -0.798
C 6.122 2.530 0.662
C -0.432 -1.147 -0.096
C 5.883 0.916 -0.813
C -1.250 0.967 0.930
C -3.009 2.753 0.141
C -0.788 0.291 -2.689
C 0.713 -3.963 -0.931
C -1.597 2.457 0.793
C 0.903 3.174 0.603
C -1.377 0.074 -0.323
C -4.983 -1.504 2.398
C 7.017 0.724 -0.077
C 1.807 4.069 -0.247
C 4.176 -6.547 0.035
C 2.182 -4.250 -0.654
C -1.473 -1.007 -3.103
C -0.512 3.263 0.033
C -1.111 -2.498 0.125
B -1.919 0.267 2.212
H -4.295 4.000 -1.813
H -4.060 -0.641 4.124
H 2.274 -4.514 0.403
H -4.743 -1.635 1.348
H 0.196 -0.994 0.778
H -1.348 3.938 2.195
H -1.331 -0.071 4.036
H -1.600 -1.000 -4.181
H 1.741 3.765 -1.287
H 4.372 -6.155 -2.065
H -1.736 -2.486 1.015
H 1.522 5.114 -0.177
H -3.038 -1.763 3.205
H 0.614 -3.237 1.141
H -0.835 -1.861 -2.887
H -0.775 4.321 0.042
H 0.304 -4.896 -1.310
H 0.224 -1.277 -0.953
H 0.942 3.569 1.615
H 5.511 0.279 -1.589
H -2.697 3.136 -3.491
H 2.802 -3.364 -0.817
H 0.288 0.152 -2.813
H -1.049 1.077 -3.386
H -5.166 -2.506 2.781
H 0.598 -3.216 -1.712
H -0.191 0.952 1.156
H -5.855 -0.874 2.517
H 7.702 -0.095 -0.164
H 4.409 -7.571 -0.235
H -1.694 -2.798 -0.741
H 3.289 -6.582 0.663
H -2.440 -1.185 -2.657
H 5.945 3.403 1.262
H -0.808 2.526 2.689
H 4.555 -4.735 -1.049
H -0.577 -4.473 0.691
H 1.310 2.169 0.559
H -0.441 2.966 -1.011
H -2.498 5.028 -1.003
H 4.981 -6.179 0.665
```



Record 3
DFT (ωB97M-V/def2-TZVPD) results for a structure of composition C22H41BN7OsP at a distorted geometry.

Calculated values
Kohn-Sham gap (alpha / beta)	7.64 / 4.11	eV
expectation value of S²	6.045
strongest force on any atom	3.93	eV/Å
2S+1	5
E_HOMO (alpha / beta)	-21.088 / -21.230	eV
charge	+4
energy above the lowest of the compared OMol25 structures with the same formula, charge and spin	0.0	kcal/mol

```
73
C22H41BN7OsP, DFT ωB97M-V/def2-TZVPD
Os -0.840 0.938 -0.836
P 1.442 -0.629 1.090
N -3.107 2.552 -1.988
N -3.044 0.241 -2.850
N -3.872 0.665 -0.600
N -1.692 0.058 -2.549
N -1.794 2.629 -1.466
N -2.702 0.369 0.080
N 0.324 0.410 0.422
C 3.521 1.244 0.713
C 1.330 -2.195 3.486
C -3.410 3.695 -2.622
C -4.502 -0.245 1.293
C 2.737 -0.934 -1.405
C -4.947 0.274 0.097
C -0.547 -2.417 1.874
C 2.931 0.263 1.752
C -3.098 -0.202 1.260
C 0.630 -2.201 -1.074
C 4.032 -0.737 2.196
C 2.752 -2.932 0.111
C -2.243 -1.180 -4.332
C -3.381 -0.528 -3.894
C 1.136 2.435 -1.476
C 0.452 -1.419 2.485
C 1.920 -1.727 -0.360
C -1.200 -0.789 -3.487
C 2.500 1.096 2.964
C -2.356 4.576 -2.433
C -0.318 -0.305 3.252
C -1.388 3.918 -1.663
B -3.897 1.231 -2.021
H -5.925 0.426 -0.357
H -1.205 -0.752 3.732
H 2.287 0.497 3.855
H -0.628 0.518 2.589
H 0.974 2.522 -0.391
H 2.163 2.134 -1.711
H 0.846 -2.488 -2.118
H 0.660 -2.681 4.217
H 4.614 -1.112 1.344
H -0.073 -3.316 1.460
H -5.032 1.389 -2.436
H 1.644 1.755 2.748
H -2.195 -1.867 -5.161
H 2.291 -3.450 0.967
H 4.736 -0.184 2.836
H 2.292 0.069 -1.588
H 4.088 0.716 -0.062
H -4.415 -0.558 -4.206
H 0.173 -3.075 -0.598
H -2.276 5.577 -2.781
H 1.969 -1.519 4.066
H 2.838 -3.636 -0.734
H 3.810 -0.860 -1.137
H -0.158 -1.074 -3.506
H 2.704 -1.513 -2.349
H 3.662 -1.583 2.792
H 0.963 3.411 -1.943
H 3.352 1.733 3.235
H 4.235 1.917 1.241
H 0.262 0.151 4.068
H -0.432 4.291 -1.316
H -4.359 3.752 -3.144
H -5.159 -0.577 2.076
H 2.746 1.888 0.259
H 3.776 -2.634 0.369
H 1.932 -2.980 3.001
H -1.163 -1.974 1.084
H -1.231 -2.774 2.661
H 0.387 1.680 -1.945
H -0.119 -1.384 -1.131
H -2.404 -0.586 2.000
```



Record 4
DFT (ωB97M-V/def2-TZVPD) results for a structure of composition C22H41BiN8O2PS at a distorted geometry.

Calculated values
Kohn-Sham gap	8.04	eV
strongest force on any atom	2.84	eV/Å
E_HOMO	-16.629	eV
charge	+3
energy above the lowest of the compared OMol25 structures with the same formula, charge and spin	14.3	kcal/mol

```
76
C22H41BiN8O2PS, DFT ωB97M-V/def2-TZVPD
Bi 9.162 12.889 6.589
S 11.719 13.105 7.068
P 8.679 13.406 9.167
O 9.102 10.701 7.940
O 9.212 15.007 6.095
N 12.975 15.044 5.707
N 11.202 15.733 7.040
N 7.919 15.088 11.146
N 7.715 12.692 11.584
N 9.531 8.520 7.957
N 9.894 13.769 11.670
N 6.370 14.100 6.925
N 6.597 13.254 5.772
C 8.995 9.553 7.419
C 10.272 13.569 10.209
C 9.932 17.861 8.260
C 7.955 19.221 8.518
C 8.025 15.064 9.659
C 9.955 15.906 6.768
C 13.856 13.980 5.148
C 7.744 12.226 10.187
C 8.999 12.685 12.215
C 9.519 7.202 7.259
C 9.284 17.105 7.303
C 9.288 18.902 8.872
C 10.393 8.533 9.079
C 11.979 14.738 6.514
C 7.049 14.028 11.652
C 12.137 16.896 4.288
C 7.969 17.340 6.954
C 13.178 16.470 5.273
C 7.320 18.414 7.592
C 9.137 15.125 11.815
C 8.169 9.384 6.163
C 13.260 13.286 3.949
H 10.476 9.547 9.469
H 8.967 12.885 13.295
H 7.717 10.335 5.908
H 9.500 11.751 12.028
H 14.042 12.569 3.561
H 12.132 16.235 3.385
H 6.719 12.214 9.829
H 8.094 11.206 10.156
H 14.113 13.250 5.923
H 6.147 14.024 11.069
H 6.155 12.370 5.945
H 9.708 19.582 9.625
H 10.775 12.649 10.175
H 10.080 7.864 9.881
H 7.385 8.641 6.328
H 6.983 15.197 9.306
H 9.704 6.461 8.023
H 6.726 14.974 6.614
H 10.863 14.373 9.820
H 7.408 16.783 6.167
H 11.379 8.146 8.799
H 13.226 17.049 6.156
H 6.163 13.638 4.944
H 10.784 13.713 12.141
H 10.970 17.668 8.422
H 8.581 6.972 6.783
H 6.757 14.207 12.707
H 12.334 17.896 3.947
H 9.793 15.921 11.433
H 10.291 7.219 6.519
H 12.356 12.740 4.171
H 14.156 16.492 4.766
H 8.952 15.259 12.842
H 6.297 18.605 7.411
H 5.373 14.212 7.004
H 14.792 14.485 4.872
H 8.748 9.029 5.305
H 13.044 13.958 3.137
H 8.652 15.903 9.333
H 11.156 16.818 4.780
H 7.384 19.993 9.014
```



Record 5
DFT (ωB97M-V/def2-TZVPD) results for a cluster of 6 separate species, C22H41Br2F3N6O8 in total at a distorted geometry.

Calculated values
Kohn-Sham gap	9.03	eV
strongest force on any atom	4.13	eV/Å
E_HOMO	-9.048	eV

```
82
C22H41Br2F3N6O8, DFT ωB97M-V/def2-TZVPD
Br -0.683 -0.943 0.966
Br 0.570 -3.584 1.401
F -0.949 -4.128 -0.737
F -1.829 -4.758 1.212
F -2.861 -2.445 1.706
O -3.388 0.648 -2.753
O 5.286 7.278 -1.725
O -2.038 1.551 -0.986
O -1.972 -0.037 -4.391
O 1.188 4.122 1.409
O -6.437 2.762 1.176
O 1.171 -7.114 2.007
O 5.384 -0.170 1.776
N -7.546 1.996 -0.614
N 2.727 2.903 0.330
N 0.530 -8.586 0.445
N 3.465 5.974 -1.782
N 4.082 -0.439 3.577
N 0.351 1.227 -1.375
C -2.934 -0.220 -3.752
C -2.846 -2.033 -0.624
C 3.454 4.387 2.142
C 3.946 7.423 -3.703
C 4.297 6.898 -2.333
C -5.447 3.222 -0.953
C 3.386 -1.174 4.616
C -1.215 -3.758 0.547
C 0.321 -7.886 1.594
C 2.363 3.804 1.277
C 5.051 -2.429 2.523
C -0.984 -8.107 2.318
C -6.500 2.652 -0.037
C -1.991 -2.363 0.632
C -3.376 -0.543 -0.522
C -0.742 1.519 -1.308
C 4.064 2.408 0.029
C -0.354 -9.541 -0.195
C -2.605 0.325 -1.569
C -7.791 1.767 -2.025
C 4.866 -0.932 2.579
C 2.255 5.406 -2.344
H -5.892 3.961 -1.622
H 3.016 5.089 2.849
H -3.304 -0.134 0.506
H -1.075 -9.151 2.621
H 2.382 4.324 -2.413
H -0.582 -9.186 -1.202
H -1.822 -7.827 1.678
H 4.180 4.924 1.528
H 5.521 -2.785 3.441
H 5.694 -2.689 1.685
H 3.549 -2.244 4.536
H -4.677 3.714 -0.362
H -7.009 2.193 -2.646
H -4.979 2.422 -1.531
H -3.762 -2.671 -0.651
H 3.997 0.566 3.561
H 1.948 2.554 -0.213
H -3.567 -1.120 -3.953
H -8.214 1.640 0.053
H 3.757 5.666 -0.867
H 2.318 -0.965 4.536
H 0.160 -10.501 -0.266
H -1.280 -9.670 0.357
H 1.426 5.627 -1.669
H 3.935 6.607 -4.428
H 3.743 -0.827 5.588
H -4.462 -0.521 -0.781
H 4.817 2.851 0.672
H 4.695 8.149 -4.012
H 4.292 2.645 -1.013
H -1.009 -7.485 3.210
H -7.844 0.690 -2.200
H 1.421 -8.392 0.013
H 3.953 3.596 2.704
H -8.749 2.216 -2.292
H -2.290 -2.230 -1.562
H -1.722 -0.254 -1.923
H 2.034 5.806 -3.329
H 4.071 1.326 0.158
H 2.974 7.917 -3.680
H 4.085 -2.916 2.381
```



Record 6
DFT (ωB97M-V/def2-TZVPD) results for a structure of composition C22H41BrN6OP2RuSi at a distorted geometry.

Calculated values
Kohn-Sham gap (alpha / beta)	6.75 / 6.30	eV
expectation value of S²	1.211
strongest force on any atom	1.48	eV/Å
2S+1	2
E_HOMO (alpha / beta)	-10.660 / -10.295	eV
charge	+1
energy above the lowest of the compared OMol25 structures with the same formula, charge and spin	82.7	kcal/mol

```
75
C22H41BrN6OP2RuSi, DFT ωB97M-V/def2-TZVPD
Ru -0.051 0.182 -0.089
Br 0.631 2.619 1.247
P -2.174 -1.625 -0.350
P 0.973 -2.596 0.020
Si 0.196 0.351 -2.530
O 5.166 2.083 -0.518
N 1.199 0.945 6.264
N 0.695 0.083 4.247
N 2.572 -0.971 0.268
N -1.974 1.753 -0.060
N 1.720 2.186 4.386
N 0.173 -0.536 1.973
C 0.484 -0.121 3.020
C -0.448 -3.816 -0.229
C -2.936 1.642 0.874
C 3.857 -1.120 0.560
C 1.308 1.753 -3.289
C -3.850 -1.491 0.408
C 4.786 -0.130 0.337
C 4.337 1.070 -0.220
C 0.866 -1.230 -3.411
C -1.570 0.582 -3.345
C 2.101 0.167 -0.224
C -2.312 2.811 -0.839
C 1.438 -3.231 1.682
C -2.754 0.903 2.139
C 2.205 -3.428 -1.075
C -1.375 3.520 -1.727
C -2.713 -2.229 -2.002
C -4.007 2.548 0.603
C 1.194 1.086 4.930
C -1.683 -3.230 0.433
C 2.973 1.217 -0.483
C -3.612 3.284 -0.480
H -0.632 -3.967 -1.296
H 1.596 2.386 3.394
H -4.474 -2.307 0.045
H -1.753 4.516 -1.948
H -1.835 -0.306 -3.905
H 0.546 -3.312 2.296
H -2.358 0.775 -2.622
H 2.865 -2.697 -1.535
H -2.087 0.049 2.015
H 1.928 -1.360 -3.239
H -3.427 -1.516 -2.408
H 2.802 -4.125 -0.492
H -1.871 -2.302 -2.684
H 0.363 -2.139 -3.092
H 1.305 2.686 -2.734
H -1.481 -3.020 1.489
H 1.987 2.963 4.968
H 0.782 0.124 6.667
H 1.684 -3.975 -1.857
H 2.129 -2.552 2.166
H 2.336 1.421 -3.374
H -1.210 2.993 -2.664
H -2.537 -3.917 0.384
H -0.409 3.603 -1.224
H 6.081 1.860 -0.298
H -3.779 -1.552 1.490
H 0.950 1.968 -4.292
H 1.534 1.672 6.870
H -3.706 0.597 2.564
H -1.557 1.404 -4.053
H 0.714 -1.121 -4.482
H -0.185 -4.787 0.204
H -4.316 -0.546 0.133
H 1.886 -4.218 1.582
H -4.131 4.085 -0.967
H -4.907 2.633 1.181
H -3.194 -3.201 -1.904
H 5.828 -0.281 0.573
H 4.147 -2.074 0.978
H -2.275 1.585 2.850
H 2.638 2.162 -0.881
```